Record 1
10
Properties=species:S:1:pos:R:3 method="wB97M-V/def2-TZVPD" charge=0 multiplicity=1 energy_ha=-392.5962 e_above_lowest_ev=5.371
C 1.1221 -0.2336 0.0024
C -0.9239 -0.2454 -0.0806
H 2.8603 0.2183 0.4769
H -2.6006 -1.3847 -0.4531
H -0.8079 1.4578 0.7913
N 0.2126 -1.1136 0.1754
N -2.2326 -0.4446 -0.2002
N -0.6411 1.1300 -0.2478
O 2.3136 -0.5081 -0.3787
O 0.6976 1.1239 -0.0855

Record 2
11
Properties=species:S:1:pos:R:3 method="wB97M-V/def2-TZVPD" charge=0 smiles="O/N=C1/ON=CNO1" multiplicity=1 energy_ha=-467.7439 e_above_lowest_ev=5.997
O 2.6892 0.3056 -0.2284
N 1.6697 -0.5555 -0.0566
C 0.5281 -0.3440 0.1646
O -0.4636 -1.2317 0.3465
N -1.7937 -0.9886 -0.3040
C -2.0304 0.2085 -0.2645
N -1.2171 1.1937 0.2779
O 0.2299 1.0356 0.0739
H 3.3959 -0.1009 0.1230
H -3.0134 0.5609 -0.2385
H -1.6248 1.9297 -0.2427

Record 3
10
Properties=species:S:1:pos:R:3 method="wB97M-V/def2-TZVPD" charge=0 multiplicity=1 energy_ha=-715.5033 e_above_lowest_ev=5.251
C -0.4298 0.7372 0.5308
C -0.8751 -0.8794 -0.5908
H 0.7748 1.9002 3.0840
H -1.3974 -1.6528 -1.3105
H 1.9850 -0.6706 -1.6619
N -1.5454 -0.1031 0.3869
N 0.3659 -0.5630 -0.6974
N 0.6857 0.5106 -0.0815
O 1.1908 -1.2294 -1.4178
S -0.7544 1.9503 1.7583

Record 4
10
Properties=species:S:1:pos:R:3 method="wB97M-V/def2-TZVPD" charge=0 smiles=On1cnc(S)n1 multiplicity=1 energy_ha=-715.6315 e_above_lowest_ev=1.761
O 1.4216 0.7806 -1.6947
N 0.7031 0.2733 -0.6011
C 1.2548 0.1157 0.6118
N 0.3157 -0.3496 1.4422
C -0.7470 -0.4251 0.6823
S -2.3036 -1.0331 1.2666
N -0.5832 0.0016 -0.6141
H 0.7670 0.5876 -2.4171
H 2.3054 0.3268 0.8192
H -3.1339 -0.2778 0.5049

Record 5
10
Properties=species:S:1:pos:R:3 method="wB97M-V/def2-TZVPD" charge=0 multiplicity=1 energy_ha=-715.5188 e_above_lowest_ev=4.829
C -0.9598 -0.6426 -1.1025
C 1.0840 0.2503 0.8831
N 0.3520 -0.5784 -1.2646
N -1.6727 -0.2554 -0.1203
N 1.2109 -0.0865 -0.3686
O 0.9028 1.4193 3.2775
S 0.8950 1.5718 1.8071
H -1.2625 -1.1975 -1.9584
H -2.6764 -0.3423 -0.2256
H 2.1267 -0.1388 -0.9276

Record 6
10
Properties=species:S:1:pos:R:3 method="wB97M-V/def2-TZVPD" charge=0 smiles="CN=C=NSN=O" multiplicity=1 energy_ha=-715.5195 e_above_lowest_ev=4.809
C 0.0830 0.1247 0.0189
N -0.2981 0.1846 -1.3282
C -0.1128 0.6345 -2.4341
N -0.1571 0.5040 -3.6517
S -0.3555 -1.1669 -4.0923
N -0.5249 -1.7173 -2.6166
O -0.7127 -2.8758 -2.3061
H 0.0476 1.0999 0.5324
H -0.6923 -0.6297 0.3780
H 1.1379 -0.1359 0.0284

Record 7
10
Properties=species:S:1:pos:R:3 method="wB97M-V/def2-TZVPD" charge=0 multiplicity=1 energy_ha=-715.6379 e_above_lowest_ev=1.587
C -0.1366 -1.0192 0.0815
C 1.4522 -0.4040 1.1023
H -0.9885 -2.6365 -0.3653
H 2.2712 -0.5681 1.8639
H 0.0970 2.5440 -0.5718
N 0.5953 -1.4492 1.0957
N 1.2622 0.6937 0.4303
N 0.1365 0.3079 -0.3084
O -1.2154 -1.7406 -0.6031
S -0.8443 1.6411 -0.7330

Record 8
10
Properties=species:S:1:pos:R:3 method="wB97M-V/def2-TZVPD" charge=0 smiles="N#C/C(=N/O)NS" multiplicity=1 energy_ha=-715.6104 e_above_lowest_ev=2.336
N -0.0246 2.7980 -0.2420
C 0.2830 1.6803 -0.1726
C 0.5415 0.2599 -0.0457
N 1.6742 -0.1855 -0.4397
O 1.8550 -1.5034 -0.3236
N -0.4638 -0.5861 0.4788
S -1.9242 -0.7273 -0.4162
H 1.0377 -1.8993 0.0284
H -0.6290 -0.4089 1.4904
H -2.3499 0.5723 -0.3578